Below is a cluster of 11 separate species, C45H70ClNO38P2S in total, with properties calculated with ωB97M-V with the def2-TZVPD basis set.

CARTESIAN COORDINATES (ANGSTROEM)
1 C 6.502 -3.381 2.291
2 C 6.699 -2.865 0.713
3 C 6.387 -1.223 0.661
4 C 4.815 -0.883 0.326
5 C 4.156 0.266 1.343
6 C 3.006 -0.513 2.214
7 C 1.825 0.464 2.824
8 C 0.337 0.219 2.181
9 C -0.611 -0.839 2.999
10 P 0.165 -2.259 4.010
11 O 0.850 -1.592 5.308
12 O 1.431 -3.141 3.203
13 O -0.969 -3.433 4.627
14 O -1.341 -0.081 4.070
15 C -2.682 -0.747 4.158
16 O -3.500 -0.465 5.178
17 O -2.870 -1.697 3.011
18 C -1.902 -1.113 2.028
19 C -1.711 -1.848 0.576
20 C -1.398 -3.455 0.643
21 C -1.231 -3.951 -0.946
22 C -2.649 -4.403 -1.635
23 S -3.324 -3.214 -2.916
24 O -3.998 -1.945 -2.321
25 O -4.473 -3.988 -3.674
26 Cl -1.954 -2.597 -4.364
27 P -2.893 0.463 1.500
28 N -4.490 0.115 1.419
29 H 7.574 -3.428 2.776
30 H 6.066 -4.482 2.220
31 H 5.787 -2.643 2.854
32 H 7.810 -3.045 0.358
33 H 5.917 -3.478 0.060
34 H 7.029 -0.719 -0.198
35 H 6.763 -0.794 1.682
36 H 4.233 -1.920 0.397
37 H 4.748 -0.532 -0.795
38 H 3.761 1.167 0.704
39 H 5.041 0.576 2.073
40 H 3.473 -1.130 3.112
41 H 2.453 -1.274 1.484
42 H 2.140 1.574 2.516
43 H 1.766 0.470 3.998
44 H -0.212 1.279 2.207
45 H 0.461 -0.027 1.027
46 H 1.402 -3.041 2.207
47 H -0.775 -4.279 4.127
48 H -2.743 -1.730 -0.004
49 H -0.878 -1.349 -0.077
50 H -0.379 -3.734 1.157
51 H -2.242 -4.071 1.181
52 H -0.679 -3.081 -1.538
53 H -0.513 -4.878 -0.979
54 H -3.497 -4.573 -0.823
55 H -2.458 -5.436 -2.174
56 H -2.458 0.801 0.170
57 H -2.708 1.558 2.462
58 H -4.837 0.254 0.431
59 O 1.739 -0.471 -0.428
60 C 1.930 -0.421 -1.632
61 O 2.695 -1.311 -2.329
62 C 2.483 -1.047 -3.703
63 C 2.038 0.380 -3.714
64 O 1.409 0.534 -2.456
65 H 3.404 -1.200 -4.274
66 H 1.713 -1.728 -4.079
67 H 2.879 1.079 -3.777
68 H 1.338 0.591 -4.527
69 O 9.608 -2.622 1.836
70 C 10.582 -2.819 1.128
71 O 11.815 -2.277 1.345
72 C 12.709 -2.920 0.455
73 C 11.814 -3.402 -0.640
74 O 10.579 -3.611 0.017
75 H 13.468 -2.220 0.095
76 H 13.204 -3.741 0.983
77 H 11.675 -2.653 -1.427
78 H 12.175 -4.330 -1.093
79 O 2.613 3.228 8.338
80 C 1.732 2.386 8.387
81 O 1.273 1.815 9.540
82 C 0.117 1.073 9.200
83 C 0.306 0.791 7.744
84 O 1.076 1.890 7.297
85 H 0.054 0.159 9.796
86 H -0.768 1.688 9.395
87 H 0.869 -0.131 7.567
88 H -0.643 0.737 7.204
89 O 1.254 -2.191 -6.906
90 C 0.309 -2.507 -7.609
91 O -0.992 -2.193 -7.340
92 C -1.743 -2.534 -8.490
93 C -0.899 -3.572 -9.156
94 O 0.415 -3.222 -8.767
95 H -2.729 -2.915 -8.210
96 H -1.870 -1.639 -9.108
97 H -1.117 -4.583 -8.795
98 H -1.000 -3.554 -10.244
99 O -11.287 0.001 0.729
100 C -10.225 0.254 1.273
101 O -9.004 0.136 0.675
102 C -8.060 0.732 1.545
103 C -8.726 0.652 2.880
104 O -10.104 0.693 2.560
105 H -7.112 0.189 1.519
106 H -7.888 1.765 1.225
107 H -8.511 -0.288 3.399
108 H -8.454 1.487 3.531
109 O -5.299 0.446 -1.251
110 C -6.197 0.428 -2.077
111 O -6.427 1.418 -2.989
112 C -7.395 0.925 -3.895
113 C -8.100 -0.130 -3.105
114 O -7.104 -0.584 -2.208
115 H -8.069 1.724 -4.216
116 H -6.883 0.518 -4.773
117 H -8.940 0.270 -2.529
118 H -8.458 -0.950 -3.733
119 O 4.141 1.119 -5.188
120 C 4.263 0.498 -6.231
121 O 3.492 -0.570 -6.588
122 C 3.791 -0.858 -7.941
123 C 5.160 -0.287 -8.120
124 O 5.191 0.781 -7.192
125 H 3.763 -1.936 -8.123
126 H 3.047 -0.370 -8.580
127 H 5.949 -1.002 -7.862
128 H 5.329 0.078 -9.137
129 O -7.542 4.366 5.516
130 C -8.105 4.737 4.500
131 O -8.505 3.907 3.493
132 C -9.306 4.679 2.618
133 C -8.845 6.077 2.873
134 O -8.415 6.037 4.221
135 H -9.152 4.373 1.579
136 H -10.359 4.531 2.880
137 H -7.997 6.360 2.240
138 H -9.646 6.810 2.743
139 O 9.268 0.954 -8.451
140 C 8.701 2.022 -8.292
141 O 8.787 3.077 -9.154
142 C 7.822 4.026 -8.740
143 C 7.622 3.704 -7.295
144 O 7.898 2.318 -7.229
145 H 8.190 5.045 -8.893
146 H 6.911 3.884 -9.330
147 H 8.327 4.236 -6.647
148 H 6.603 3.914 -6.959
149 O -6.059 7.108 11.415
150 C -5.937 6.487 10.372
151 O -6.708 5.419 10.014
152 C -6.409 5.131 8.661
153 C -5.040 5.702 8.483
154 O -5.009 6.770 9.411
155 H -6.437 4.053 8.479
156 H -7.153 5.619 8.023
157 H -4.251 4.987 8.740
158 H -4.871 6.067 7.466

Calculated values
SMILES string: CCCCCCCC[C@@]1(P(=O)(O)O)OC(=O)O[C@@]1(CCCCS(=O)(=O)Cl)[PH2]=N.O=C1OCCO1.O=C1OCCO1.O=C1OCCO1.O=C1OCCO1.O=C1OCCO1.O=C1OCCO1.O=C1OCCO1.O=C1OCCO1.O=C1OCCO1.O=C1OCCO1
Frontier orbital gap: 6.74 eV
E_tot: -6211.3840 Eh
Spin multiplicity: 1

Below is a cluster of 9 separate species, C45H70N12O5P2 in total, with properties calculated with ωB97M-V with the def2-TZVPD basis set.

CARTESIAN COORDINATES (ANGSTROEM)
1 C -9.338 -9.192 19.347
2 N -9.040 -8.532 20.662
3 C -8.427 -9.457 21.567
4 P -9.672 -7.095 21.185
5 O -10.659 -7.166 22.282
6 N -8.395 -6.065 21.461
7 C -8.728 -4.778 21.990
8 C -6.957 -6.287 21.396
9 N -10.578 -6.556 19.904
10 C -12.060 -6.538 19.951
11 C -10.003 -5.929 18.735
12 H -8.513 -9.887 19.245
13 H -9.492 -8.520 18.514
14 H -10.249 -9.726 19.524
15 H -7.366 -9.600 21.261
16 H -8.943 -10.424 21.468
17 H -8.385 -9.046 22.604
18 H -8.508 -3.966 21.331
19 H -9.787 -4.640 22.303
20 H -8.191 -4.632 22.917
21 H -6.760 -7.154 20.750
22 H -6.479 -5.492 20.882
23 H -6.485 -6.412 22.345
24 H -12.376 -5.508 20.045
25 H -12.504 -7.083 19.101
26 H -12.458 -7.072 20.855
27 H -10.292 -6.434 17.833
28 H -8.896 -5.990 18.817
29 H -10.300 -4.883 18.611
30 C -8.937 -0.601 24.826
31 N -9.267 -0.556 26.210
32 C -10.653 -0.463 26.583
33 P -8.106 -1.233 27.165
34 O -7.786 -2.706 27.073
35 N -6.726 -0.359 26.930
36 C -6.574 0.949 26.240
37 C -5.541 -1.113 27.244
38 N -8.597 -0.890 28.721
39 C -8.496 0.437 29.183
40 C -8.226 -1.932 29.704
41 H -9.233 0.292 24.267
42 H -9.507 -1.460 24.333
43 H -7.903 -0.692 24.569
44 H -11.228 -1.321 26.145
45 H -11.152 0.447 26.356
46 H -10.799 -0.670 27.634
47 H -7.542 1.426 26.080
48 H -5.940 1.585 26.820
49 H -6.214 0.912 25.224
50 H -5.787 -1.813 28.094
51 H -5.143 -1.673 26.343
52 H -4.737 -0.347 27.459
53 H -8.974 1.145 28.464
54 H -8.856 0.639 30.219
55 H -7.470 0.844 29.197
56 H -8.842 -1.903 30.629
57 H -7.196 -1.821 29.971
58 H -8.289 -2.935 29.201
59 O -7.475 -8.279 25.126
60 C -8.129 -7.311 25.204
61 O -7.659 -6.011 25.175
62 C -8.677 -5.114 25.559
63 C -9.958 -5.880 25.268
64 O -9.459 -7.232 25.436
65 H -8.568 -4.849 26.627
66 H -8.594 -4.102 25.140
67 H -10.296 -5.739 24.262
68 H -10.798 -5.657 25.972
69 C -13.818 -6.427 23.685
70 C -13.071 -5.357 23.333
71 C -13.454 -4.103 23.710
72 N -14.538 -3.858 24.494
73 C -15.113 -4.960 24.968
74 C -14.874 -6.265 24.558
75 H -13.543 -7.387 23.282
76 H -12.217 -5.465 22.645
77 H -12.931 -3.216 23.386
78 H -15.911 -4.765 25.616
79 H -15.513 -6.992 24.949
80 C -2.059 -8.320 20.736
81 C -2.164 -7.376 19.749
82 C -2.901 -6.255 20.049
83 N -3.457 -5.948 21.253
84 C -3.257 -6.831 22.257
85 C -2.540 -7.975 21.996
86 H -1.413 -9.236 20.643
87 H -1.799 -7.462 18.740
88 H -3.248 -5.516 19.277
89 H -3.644 -6.547 23.197
90 H -2.379 -8.760 22.725
91 C -3.241 -4.227 27.971
92 C -1.984 -4.619 27.505
93 C -1.959 -5.275 26.292
94 N -3.031 -5.523 25.547
95 C -4.245 -5.134 26.004
96 C -4.386 -4.581 27.255
97 H -3.338 -3.579 28.821
98 H -1.069 -4.462 28.001
99 H -1.002 -5.580 25.891
100 H -5.091 -5.439 25.403
101 H -5.430 -4.146 27.471
102 C -5.414 -3.054 21.297
103 C -4.619 -2.764 22.382
104 C -5.089 -1.751 23.250
105 N -6.182 -1.052 23.023
106 C -6.850 -1.241 21.896
107 C -6.460 -2.192 20.967
108 H -5.170 -3.809 20.573
109 H -3.704 -3.276 22.596
110 H -4.576 -1.466 24.165
111 H -7.661 -0.486 21.653
112 H -7.118 -2.191 20.119
113 C -6.315 -6.310 29.185
114 C -5.156 -6.656 29.831
115 C -4.457 -7.836 29.455
116 N -4.917 -8.661 28.539
117 C -6.092 -8.363 28.009
118 C -6.870 -7.200 28.283
119 H -6.626 -5.224 29.301
120 H -4.745 -6.028 30.648
121 H -3.545 -8.079 30.054
122 H -6.445 -9.148 27.402
123 H -7.727 -6.843 27.768
124 C -11.709 -3.622 30.094
125 C -12.517 -3.075 29.095
126 C -12.519 -3.761 27.902
127 N -11.763 -4.832 27.641
128 C -10.972 -5.253 28.613
129 C -10.899 -4.693 29.845
130 H -11.576 -3.195 31.090
131 H -13.096 -2.148 29.192
132 H -13.025 -3.363 26.995
133 H -10.390 -6.178 28.467
134 H -10.336 -5.060 30.633

Calculated values
SMILES string: CN(C)P(=O)(N(C)C)N(C)C.CN(C)P(=O)(N(C)C)N(C)C.O=C1OCCO1.c1ccncc1.c1ccncc1.c1ccncc1.c1ccncc1.c1ccncc1.c1ccncc1
Frontier orbital gap: 9.16 eV
E_tot: -3472.6861 Eh
Spin multiplicity: 1